Entry 1:
DFT (ωB97M-V/def2-TZVPD) results for 5 unconnected molecules or ions with the total composition C24H49BO15S.

Geometry as XYZ:
```
90
Properties=species:S:1:pos:R:3
C -3.553 1.387 -2.610
C -4.905 1.284 -1.901
O -5.010 0.074 -1.156
C -4.553 0.229 0.176
C -4.580 -1.126 0.887
O -3.531 -1.228 1.854
C -2.445 -2.075 1.523
C -1.320 -1.332 0.760
B -1.428 -1.439 -0.850
C -0.305 -0.999 -1.847
O -2.603 -1.987 -1.272
C -1.164 0.143 1.250
O 0.066 0.213 1.998
S 1.054 -0.935 1.567
O 1.788 -0.533 0.416
O 1.736 -1.412 2.717
O -0.059 -1.982 1.177
H -3.601 1.110 -3.662
H -2.826 0.754 -2.101
H -3.142 2.394 -2.555
H -5.739 1.313 -2.603
H -5.040 2.144 -1.234
H -5.195 0.956 0.689
H -3.533 0.641 0.182
H -4.543 -1.942 0.174
H -5.520 -1.228 1.430
H -2.019 -2.445 2.457
H -2.798 -2.934 0.950
H -0.564 -1.327 -2.856
H 0.659 -1.435 -1.581
H -0.165 0.088 -1.877
H -2.983 -1.605 -2.071
H -1.950 0.412 1.948
H -1.144 0.869 0.435
O -0.818 3.075 -3.401
C 0.128 3.600 -2.874
O 0.391 3.282 -1.592
C 1.584 3.703 -0.902
C 1.437 5.079 -0.294
C 0.969 4.636 -3.579
H 2.453 3.642 -1.555
H 1.707 2.952 -0.123
H 1.310 5.847 -1.056
H 2.326 5.327 0.284
H 0.568 5.101 0.365
H 0.500 5.609 -3.423
H 0.947 4.411 -4.642
H 1.997 4.692 -3.236
O -5.500 -3.885 0.570
C -5.403 -5.082 0.584
O -4.232 -5.616 0.992
C -4.048 -7.024 1.197
C -3.673 -7.742 -0.081
C -6.508 -5.983 0.093
H -4.930 -7.459 1.668
H -3.237 -7.083 1.920
H -4.469 -7.686 -0.824
H -3.472 -8.793 0.126
H -2.777 -7.295 -0.512
H -6.388 -6.108 -0.984
H -7.453 -5.479 0.277
H -6.531 -6.965 0.557
O 6.308 -6.788 4.507
C 5.475 -5.996 4.854
O 4.482 -5.689 3.997
C 3.348 -4.893 4.377
C 3.606 -3.409 4.259
C 5.554 -5.292 6.189
H 3.010 -5.172 5.377
H 2.567 -5.198 3.682
H 4.393 -3.084 4.942
H 2.699 -2.851 4.486
H 3.912 -3.155 3.245
H 6.171 -4.401 6.065
H 6.051 -5.960 6.887
H 4.594 -4.993 6.600
O 3.907 5.657 -2.141
C 4.584 6.572 -2.529
O 4.625 7.691 -1.783
C 5.520 8.778 -2.060
C 4.947 9.745 -3.074
C 5.314 6.520 -3.848
H 6.498 8.400 -2.360
H 5.648 9.268 -1.096
H 4.802 9.271 -4.045
H 5.622 10.591 -3.205
H 3.983 10.119 -2.732
H 4.630 6.855 -4.628
H 5.575 5.483 -4.043
H 6.213 7.127 -3.891
```

## Properties
total charge	0
total energy	-2495.52903	Eh
SMILES	CCOCCOC[C@@]1(B(C)O)COS(=O)(=O)O1.CCOC(C)=O.CCOC(C)=O.CCOC(C)=O.CCOC(C)=O
HOMO energy	-9.41	eV

From a Löwdin analysis of the wavefunction, the atomic charges in e read: -0.05 -0.25 -0.15 -0.17 -0.16 -0.12 -0.11 -0.25 -0.45 0.02 0.16 -0.08 -0.17 0.58 -0.22 -0.22 -0.15 0.08 0.06 0.06 0.12 0.11 0.13 0.11 0.09 0.13 0.15 0.12 0.07 0.06 0.07 0.12 0.13 0.13 0.09 -0.52 -0.01 -0.22 -0.07 0.02 0.10 0.12 0.07 0.08 0.08 0.10 0.09 0.05 0.11 -0.50 0.00 -0.23 -0.06 0.02 0.11 0.12 0.07 0.08 0.08 0.10 0.09 0.07 0.10 -0.53 0.00 -0.23 -0.07 0.01 0.11 0.12 0.07 0.07 0.08 0.09 0.09 0.07 0.09 -0.51 0.01 -0.23 -0.06 0.02 0.11 0.12 0.07 0.08 0.08 0.10 0.09 0.07

Entry 2:
DFT (ωB97M-V/def2-TZVPD) results for a single C16H19N3O3 molecule in a non-equilibrium geometry.

Geometry as XYZ:
```
41
Properties=species:S:1:pos:R:3
C -1.210 0.110 1.482
C -1.678 0.553 0.149
C -0.533 -1.321 1.452
C 0.616 -1.338 0.610
C 1.213 -0.396 -0.269
C 1.371 -2.502 0.606
C 2.425 -2.277 -0.294
C 1.375 -3.677 1.373
C 3.499 -3.237 -0.425
C 2.370 -4.623 1.249
C 3.554 -4.399 0.441
C -1.720 2.222 -1.531
C -1.272 1.182 -2.575
C -1.063 3.608 -1.741
C -0.839 4.199 -0.346
C -0.915 2.997 0.692
H -2.281 -0.441 3.396
H -2.807 0.910 2.615
H -0.694 0.841 1.888
H -0.159 -1.737 2.388
H -1.316 -2.075 1.222
H 0.952 0.644 -0.403
H 2.993 -0.509 -1.286
H 0.631 -3.872 2.150
H 4.352 -2.988 -1.110
H 2.511 -5.225 2.149
H 4.346 -5.186 0.449
H -2.740 1.973 -1.676
H -0.141 3.398 -2.485
H -1.564 4.317 -2.313
H 0.057 4.817 -0.379
H -1.595 4.932 -0.072
H -1.519 3.362 1.493
H 0.078 2.708 0.952
H -1.979 0.647 -4.396
N -2.435 -0.051 2.427
N 2.211 -1.083 -0.935
N -1.513 1.933 -0.111
O -2.125 -0.230 -0.645
O -0.347 0.387 -2.503
O -2.107 1.429 -3.689
```

## Properties
total charge	0
total energy	-1010.99779	Eh
SMILES	N[C@@H](Cc1c[nH]c2ccccc12)C(=O)N1CCC[C@H]1C(=O)O
HOMO energy	-7.42	eV
energy relative to the best compared isomer or geometry (same formula, charge and spin)	111.44	kcal/mol

From a Löwdin analysis of the wavefunction, the atomic charges in e read: -0.23 -0.42 -0.10 -0.21 -0.01 -0.16 -0.21 -0.04 -0.01 -0.12 -0.07 -0.20 -0.43 -0.10 -0.13 -0.10 0.09 0.07 0.07 0.12 0.15 0.11 0.17 0.11 0.10 0.09 0.10 0.14 0.17 0.08 0.11 0.10 0.11 0.11 0.19 0.03 0.08 0.01 0.13 0.09 0.03

Entry 3:
DFT (ωB97M-V/def2-TZVPD) results for a molecular structure, C18H29B2Br3Cl3F2InMg2NNaO18V in a non-equilibrium geometry.

Geometry as XYZ:
```
81
Properties=species:S:1:pos:R:3
C 0.776 -0.553 -5.590
C -0.670 0.247 -5.733
C -1.564 -0.243 -4.489
C -3.026 0.442 -4.403
C -3.621 0.066 -2.933
C -3.367 1.333 -1.972
In -1.813 0.925 -0.342
C -2.571 2.102 1.494
C -3.316 1.189 2.559
O -2.998 0.056 2.934
Br -4.976 2.031 3.445
B -1.793 -1.347 0.035
O -0.669 -2.193 -0.292
O -2.933 -2.024 0.654
N 0.115 1.745 -0.788
C 0.155 2.517 -2.069
C 1.193 0.778 -0.674
C 2.235 1.027 0.554
O 1.387 -0.231 -1.451
H 0.926 -0.730 -4.461
H 0.725 -1.608 -6.089
H 1.643 0.086 -5.989
H -1.129 -0.034 -6.768
H -0.461 1.389 -5.663
H -1.001 0.036 -3.532
H -1.715 -1.384 -4.497
H -3.718 0.093 -5.266
H -2.929 1.589 -4.536
H -3.122 -0.908 -2.599
H -4.745 -0.177 -3.084
H -4.357 1.503 -1.386
H -3.162 2.321 -2.529
H -1.677 2.668 1.957
H -3.303 2.891 1.106
H -0.872 -2.699 -1.118
H -3.663 -1.357 0.683
H -0.418 2.042 -2.940
H 1.271 2.667 -2.355
H -0.224 3.586 -1.819
H 3.008 0.193 0.657
H 1.655 1.247 1.529
H 2.758 2.029 0.282
Mg -6.512 3.417 4.369
Br -3.465 -7.737 2.134
C -3.041 -5.880 1.716
C -4.192 -4.966 2.056
Br -5.609 -5.087 0.721
H -2.759 -5.847 0.664
H -2.169 -5.644 2.329
H -3.871 -3.923 2.036
H -4.646 -5.184 3.023
O -6.939 -0.179 8.754
Cl -7.806 0.116 7.647
O -8.239 -1.143 7.023
O -7.098 0.907 6.667
O -8.962 0.836 8.111
F -8.169 -1.950 5.362
O -1.096 3.703 -10.005
V -0.827 3.572 -8.291
O -0.587 3.400 -6.568
Na -2.608 1.313 -7.815
B 6.088 0.690 4.104
O 7.219 1.280 3.369
C 7.997 0.272 2.971
O 9.017 0.408 2.338
C 7.423 -0.999 3.418
O 7.883 -2.097 3.220
O 6.292 -0.767 4.090
O 6.032 1.202 5.483
C 4.846 1.793 5.635
O 4.474 2.323 6.654
C 4.086 1.698 4.387
O 2.973 2.136 4.193
O 4.807 1.048 3.471
Mg -0.600 -1.535 -7.654
F 2.323 0.146 -3.230
C 11.834 -0.234 1.066
Cl 13.431 -0.032 1.800
Cl 11.576 0.941 -0.230
H 11.759 -1.239 0.653
H 11.071 -0.091 1.831
```

## Properties
total charge	+1
total energy	-13159.77264	Eh
HOMO energy	-10.02	eV
energy relative to the best compared isomer or geometry (same formula, charge and spin)	76.44	kcal/mol

From a Löwdin analysis of the wavefunction, the atomic charges in e read: -0.13 -0.30 -0.20 -0.21 -0.26 -0.27 0.89 -0.19 -0.60 0.09 0.66 -0.50 0.03 0.02 -0.08 -0.09 -0.38 0.05 0.06 0.08 0.00 0.12 -0.11 0.10 0.11 0.13 0.11 0.11 0.09 0.12 0.05 0.05 0.10 0.05 0.11 0.08 0.09 0.13 0.12 0.12 0.10 0.12 0.96 0.62 -0.70 -0.70 0.59 0.05 0.06 0.03 0.05 -0.20 0.74 -0.17 -0.34 -0.23 -0.07 -0.64 0.83 -0.68 0.52 -0.90 0.25 -0.38 0.14 -0.39 0.15 0.24 0.25 -0.40 0.15 -0.40 0.11 0.23 0.96 -0.24 -1.03 0.49 0.49 0.03 -0.01

Entry 4:
DFT (ωB97M-V/def2-TZVPD) results for 2 unconnected molecules or ions with the total composition C4H12N2 in a non-equilibrium geometry.

Geometry as XYZ:
```
18
Properties=species:S:1:pos:R:3
C -2.822 2.117 -2.331
C -3.878 2.908 -3.048
C -5.148 3.261 -2.738
H -2.092 2.743 -1.786
H -3.192 1.319 -1.689
H -2.172 1.580 -3.018
H -3.869 2.730 -4.119
H -6.036 2.884 -3.278
H -5.495 3.883 -1.913
N 3.418 -2.915 1.298
C 3.875 -3.060 2.780
N 4.192 -1.784 3.504
H 2.447 -2.728 1.530
H 3.836 -2.023 1.040
H 2.969 -3.435 3.248
H 4.804 -3.645 2.690
H 3.966 -2.087 4.446
H 5.197 -1.748 3.386
```

## Properties
total charge	0
total energy	-268.98936	Eh
SMILES	C=CC.NCN
HOMO energy	-8.67	eV
energy relative to the best compared isomer or geometry (same formula, charge and spin)	79.68	kcal/mol

From a Löwdin analysis of the wavefunction, the atomic charges in e read: -0.12 -0.22 -0.03 0.07 0.07 0.06 0.07 0.06 0.04 -0.02 -0.32 -0.02 0.04 0.04 0.09 0.10 0.05 0.05

Entry 5:
DFT (ωB97M-V/def2-TZVPD) results for 3 unconnected molecules or ions with the total composition C14H14Br2N2O4 in a non-equilibrium geometry.

Geometry as XYZ:
```
36
Properties=species:S:1:pos:R:3
Br -2.400 0.982 -1.783
C -0.867 -0.018 -1.011
C 0.061 0.817 -0.160
Br 1.575 -0.338 0.266
H -0.370 -0.440 -1.877
H -1.250 -0.837 -0.407
H -0.360 1.287 0.726
H 0.426 1.678 -0.724
C 1.532 1.322 -3.874
C 2.321 0.186 -4.063
C 1.758 -0.994 -4.505
C 0.390 -1.047 -4.751
C -0.409 0.027 -4.438
C 0.151 1.222 -3.993
N -0.226 -2.279 -5.200
O -1.433 -2.404 -5.053
O 0.473 -3.152 -5.680
H 1.984 2.196 -3.422
H 3.384 0.218 -3.866
H 2.364 -1.864 -4.724
H -1.471 0.004 -4.640
H -0.472 2.036 -3.658
C 1.203 -0.548 5.270
C 0.725 -0.745 3.985
C -0.534 -0.272 3.634
C -1.262 0.447 4.538
C -0.806 0.624 5.843
C 0.412 0.112 6.221
N -2.614 0.877 4.188
O -3.448 0.910 5.070
O -2.831 1.161 3.019
H 2.236 -0.786 5.489
H 1.251 -1.385 3.291
H -0.864 -0.447 2.618
H -1.471 1.206 6.469
H 0.843 0.242 7.204
```

## Properties
total charge	0
total energy	-6100.18789	Eh
SMILES	O=[N+]([O-])c1ccccc1.O=[N+]([O-])c1ccccc1.BrCCBr
HOMO energy	-10.14	eV
energy relative to the best compared isomer or geometry (same formula, charge and spin)	2.99	kcal/mol

From a Löwdin analysis of the wavefunction, the atomic charges in e read: 0.65 -0.67 -0.67 0.66 0.02 0.05 0.06 0.05 -0.06 -0.07 0.00 -0.16 -0.05 -0.11 -0.35 0.08 0.08 0.11 0.11 0.12 0.11 0.08 -0.06 -0.08 -0.02 -0.16 -0.01 -0.06 -0.35 0.09 0.07 0.11 0.09 0.11 0.12 0.11

Entry 6:
DFT (ωB97M-V/def2-TZVPD) results for 2 unconnected molecules or ions with the total composition H4O2 in a non-equilibrium geometry.

Geometry as XYZ:
```
6
Properties=species:S:1:pos:R:3
O -1.076 0.195 -0.097
H -1.347 -0.116 -0.961
H -1.859 0.106 0.446
O 1.642 0.189 -0.005
H 1.945 -0.425 0.664
H 0.695 0.051 -0.047
```

## Properties
spin multiplicity	2
total charge	-1
total energy	-152.83323	Eh
HOMO energy (alpha / beta)	1.16 / -6.66	eV
energy relative to the best compared isomer or geometry (same formula, charge and spin)	1.65	kcal/mol

From a Löwdin analysis of the wavefunction, the atomic charges in e read: -0.48 -0.09 -0.09 -0.26 -0.01 -0.07